This record from OMol25 describes a structure of composition C14H25BaNO15. The level of theory is wB97M-V/def2-TZVPD.

Element x y z (Å)
1 Ba 3.70155 -1.92221 -2.48905
2 C -3.00315 4.45938 5.51934
3 C -2.51864 3.43925 4.53322
4 C -3.74188 2.96049 3.65454
5 N -3.49619 1.68022 2.81938
6 C -2.11139 1.76248 2.05906
7 C -2.01043 0.56668 1.00968
8 C -3.13161 0.61376 0.04926
9 C -4.50775 0.62292 0.73405
10 C -4.68196 1.66667 1.77815
11 C -3.52465 0.40922 3.76573
12 H -3.48658 5.32373 5.06403
13 H -2.09685 4.91649 5.91657
14 H -3.61966 4.09051 6.33906
15 H -2.01501 2.61750 5.04231
16 H -1.70642 3.87203 3.94919
17 H -4.21087 3.68284 2.98643
18 H -4.55580 2.74281 4.34608
19 H -2.09995 2.69989 1.50297
20 H -1.27411 1.86900 2.74878
21 H -1.08393 0.64614 0.44104
22 H -1.96964 -0.41324 1.48528
23 H -3.09972 1.33629 -0.76624
24 H -3.10340 -0.28811 -0.56224
25 H -5.31289 0.78444 0.01728
26 H -4.62176 -0.41461 1.04809
27 H -4.72822 2.63739 1.28451
28 H -5.52055 1.44259 2.43743
29 H -4.43742 0.36478 4.35984
30 H -2.54712 0.65227 4.18223
31 H -3.45257 -0.39055 3.02866
32 O 0.97898 -7.74568 -0.96950
33 C 1.52698 -6.59212 -1.28202
34 O 1.34470 -5.60573 -0.59081
35 O 2.37010 -6.43868 -2.26747
36 H 1.27930 -8.35178 -1.65071
37 O 4.09858 4.15212 0.11941
38 C 3.85788 2.90996 -0.27802
39 O 3.24859 2.59254 -1.26322
40 O 4.36293 1.92229 0.32652
41 H 3.48646 4.59413 -0.47350
42 O 7.42211 -6.34812 0.30820
43 C 7.67779 -5.06736 0.41918
44 O 8.74261 -4.63055 0.94808
45 O 6.78644 -4.32772 -0.00754
46 H 6.54380 -6.30863 -0.07730
47 O 7.02611 -1.15450 -8.53214
48 C 6.17193 -1.04207 -7.46211
49 O 5.03092 -0.54739 -7.56022
50 O 6.40630 -1.42851 -6.30826
51 H 7.59659 -1.75309 -8.04446
52 O -0.16226 -0.18581 -7.62551
53 C -0.70776 -0.77820 -6.57666
54 O 0.05153 -1.06919 -5.61733
55 O -1.92443 -1.06964 -6.48305
56 H 0.75265 -0.15717 -7.33619

Properties
Energy relative to the best compared isomer or geometry (same formula, charge and spin) (eV): 12.9278
Electronic energy (Ha): -1757.1931
Gap between HOMO and LUMO (hartree): 0.124
Total charge: -2
Max |F| (hartree/bohr): 0.13482
Molecular weight (g mol⁻¹): 584.67
Spin multiplicity: 1
E_LUMO (eV): 1.162
Highest occupied orbital energy (eV): -2.22

This record from OMol25 describes a structure of composition C14H25ClIN2OP2Ti. The level of theory is wB97M-V/def2-TZVPD.

Element x y z (Å)
1 C -0.06804 0.72236 -5.13240
2 C -0.07275 1.15813 -3.79286
3 H -0.06668 1.58683 -5.82550
4 H -0.96384 0.09629 -5.30091
5 H 0.82957 0.09750 -5.29631
6 O -0.06008 1.88585 -2.87558
7 I -0.04716 -1.78032 -2.64523
8 Ti -0.08692 -0.82549 -0.25495
9 P 2.26509 0.04301 -0.51647
10 C 2.88021 1.39588 0.55082
11 C 3.30302 -1.40873 -0.03567
12 H 4.33633 -1.16461 -0.32175
13 H 4.11823 0.55214 -1.95216
14 H 2.97162 -2.30007 -0.58443
15 H 2.78474 -0.19572 -2.88147
16 H 2.45382 1.38059 1.56688
17 H 3.28223 -1.65347 1.03706
18 C 3.03041 0.52442 -2.09614
19 H 3.97617 1.28476 0.61255
20 H 2.68811 1.51902 -2.41410
21 H 2.63555 2.36691 0.08794
22 P -2.40853 0.06998 -0.57945
23 C -3.01370 1.43280 0.48140
24 C -3.13410 0.55853 -2.16484
25 H -3.17101 -2.24548 -0.68646
26 H -4.50074 -1.08311 -0.35629
27 H -3.43021 -1.64552 0.96223
28 C -3.46639 -1.36291 -0.10216
29 H -2.90403 -0.17159 -2.94451
30 H -4.22099 0.61118 -2.02790
31 H -4.11320 1.33851 0.52723
32 H -2.74186 2.40354 0.03108
33 H -2.77236 1.54013 -2.49276
34 H -2.60148 1.40167 1.50313
35 Cl -0.10377 -2.96740 0.51323
36 N 3.37349 -0.40724 5.35420
37 C 2.35151 -0.38293 4.78150
38 C 1.07987 -0.38626 4.09826
39 C -0.11082 -0.36572 4.81906
40 C -1.30457 -0.39922 4.12188
41 C -1.27905 -0.46507 2.73246
42 N -0.13330 -0.45443 2.03111
43 C 1.03485 -0.48153 2.70145
44 H -0.08558 -0.33569 5.90731
45 H -2.27406 -0.36898 4.61841
46 H -2.20376 -0.51539 2.14327
47 H 1.94416 -0.60314 2.09785

Properties
Energy relative to the best compared isomer or geometry (same formula, charge and spin) (eV): 0.0000
Electronic energy (Ha): -3022.2847
Gap between HOMO and LUMO (hartree): 0.245
Total charge: +3
Max |F| (hartree/bohr): 0.12004
Molecular weight (g mol⁻¹): 509.54
Spin multiplicity: 1
E_LUMO (eV): -11.756
Highest occupied orbital energy (eV): -18.41

This record from OMol25 describes a structure of composition C14H25CrN5O6. The level of theory is wB97M-V/def2-TZVPD.

Element x y z (Å)
1 O -1.79573 -3.48990 -0.63054
2 H -2.66505 -3.86315 -0.76525
3 Cr -0.06625 -0.24948 0.40091
4 N -2.13647 -0.02133 0.29642
5 N -0.62076 -0.12222 -1.69210
6 N 1.14504 -0.37278 2.08659
7 N 1.87753 -0.34874 -0.31793
8 O -2.76970 0.13056 1.38007
9 O 0.64111 -0.67607 3.24338
10 O 2.30593 -0.24694 -1.60350
11 O 0.12793 0.06660 -2.76370
12 C -1.93428 -0.00596 -1.99188
13 C -2.79058 -0.04261 -0.88368
14 C 2.48883 -0.33351 1.89357
15 C 2.90255 -0.20092 0.54780
16 C -4.26046 -0.13003 -0.98088
17 H -4.59251 -1.17533 -0.92748
18 H -4.61180 0.28575 -1.92663
19 H -4.70861 0.41747 -0.15360
20 C -2.33614 0.19341 -3.42108
21 H -1.94195 -0.63047 -4.04923
22 H -1.93409 1.13780 -3.84852
23 H -3.43652 0.20027 -3.49350
24 C 3.42996 -0.49606 3.03394
25 C 4.33272 -0.00115 0.15387
26 H 2.91789 -0.99955 3.85592
27 H 3.72058 0.50288 3.38267
28 H 4.31340 -1.08011 2.74237
29 H 4.44041 0.23975 -0.90013
30 H 4.88229 -0.92599 0.34740
31 H 4.79538 0.79352 0.75188
32 H -0.55992 -1.48858 2.24979
33 H 1.36866 -0.14942 -2.16117
34 C -0.72254 -3.94220 -1.37305
35 H -0.98362 -3.89420 -2.43205
36 H -0.29406 -4.86269 -0.93653
37 H 0.03213 -3.17878 -1.12048
38 O -0.72494 -1.87750 1.31878
39 H -1.66689 -2.76550 0.10159
40 H -0.14718 -2.66793 1.28578
41 C 0.31866 4.46967 1.05754
42 C -0.20837 3.62651 2.03771
43 C -0.34787 2.26897 1.75880
44 N 0.03388 1.74460 0.57945
45 C 0.51265 2.54611 -0.38342
46 C 0.67722 3.91747 -0.17882
47 H 0.44590 5.55023 1.25131
48 H -0.52269 3.97909 3.03045
49 H -0.77574 1.57447 2.48219
50 H 0.76204 2.08242 -1.33022
51 H 1.08204 4.51150 -1.00483

Properties
Expectation value of S²: 6.2053
Energy relative to the best compared isomer or geometry (same formula, charge and spin) (eV): 0.5128
Electronic energy (Ha): -2317.8107
Gap between HOMO and LUMO (alpha / beta) (hartree): 0.146 / 0.183
Max |F| (hartree/bohr): 0.09941
Molecular weight (g mol⁻¹): 411.38
Spin multiplicity: 5
E_LUMO (alpha / beta) (eV): -0.887 / -1.030
Highest occupied orbital energy (alpha / beta) (eV): -4.87 / -6.00

Question: What is the spin multiplicity in the first record?
Answer: 1